Record 1
Entry from the Open Molecules 2025 dataset: a cluster of 7 separate species, C18H51NO7S5 in total in a non-equilibrium geometry (ωB97M-V with the def2-TZVPD basis set).

As for the orbital gap: 6.842 eV. Its HOMO energy is -7.20 eV. Its multiplicity is 1. The value obtained for the LUMO energy is -0.353 eV. The calculation puts the electronic energy at -89470.24052 eV.

CARTESIAN COORDINATES (ANGSTROEM)
H: -1.4658 3.5947 0.8624
H: -3.8898 -0.6693 3.5844
H: -2.9368 3.3777 -2.6356
H: -0.1858 4.9537 -1.0806
O: -1.7818 -2.4073 -3.7316
H: 2.0322 6.3627 -0.7466
H: -0.5818 -2.5703 4.1314
H: -2.2858 4.6197 -1.5306
C: -1.1758 -1.6073 3.9324
H: 0.1832 2.9567 -2.3156
H: 0.2812 -5.8343 1.3274
H: -2.9288 -3.2183 -1.4116
H: 2.4532 1.6357 -3.1916
H: -4.0858 3.4067 0.0364
O: 1.9712 -4.6783 3.2904
O: 4.5372 1.2347 3.3854
S: 1.0922 -3.9883 2.2644
H: -2.6738 0.3977 2.9474
H: 4.0622 -1.3403 2.2934
H: 1.9152 0.6107 4.2944
C: -3.1138 -0.4733 2.7594
C: 2.2962 0.6747 -3.7616
C: 3.3682 -0.9203 2.6174
H: -2.7828 0.5807 -1.0906
H: 3.2492 1.3177 -1.2876
H: 2.2392 0.1017 -0.6656
H: 3.1292 -1.3273 3.5214
H: -1.5008 -1.3373 4.9494
C: 2.0082 1.1967 3.4524
C: 2.1662 -3.9273 0.8734
H: 1.1412 1.0117 2.9234
C: -2.5888 3.4217 -1.5056
S: 3.3952 0.8317 2.4484
H: 3.3002 5.7617 -1.1826
H: -1.4218 -3.3043 -0.4336
H: 0.5622 2.1417 -1.3006
H: -4.3408 2.3997 -1.2466
H: -0.9228 0.2707 -1.4396
H: -2.4028 0.1977 -3.3266
H: -3.6498 -0.4903 1.6094
H: -2.0568 2.0067 -3.5496
H: 1.9642 2.1177 3.9214
C: -0.1558 -5.2173 1.8244
C: -0.1838 2.9067 -1.4036
O: 1.9002 4.3077 -1.1946
H: 2.8422 5.2657 0.3334
O: 0.0512 -0.7593 0.9114
H: 1.1702 0.6387 -3.6796
C: -1.8358 -2.8313 -1.2076
H: -0.1038 -4.8713 -3.5996
H: -1.1368 -5.2133 -2.2456
C: -0.3958 -4.5463 -2.6476
H: 2.4372 0.5637 -4.9686
C: 3.0272 0.2327 -1.3516
H: 1.9132 -3.1383 0.2294
H: -2.0438 -1.9243 -0.8796
C: -1.8938 0.9157 -3.0506
S: -0.7118 -2.7623 -2.6256
H: -2.4028 2.1427 1.0874
S: 3.1662 -0.6403 -2.8916
C: -1.7848 1.0537 -1.4956
H: 2.0512 -4.6963 0.0644
C: 0.5152 4.1187 -0.8416
O: -2.9838 -3.1473 3.2754
H: 2.4912 -1.5283 2.3804
H: 0.5912 -4.6993 -2.1026
H: 0.4192 3.8177 0.2224
C: -1.4868 2.5007 0.5064
H: -0.6878 -5.5523 2.6424
H: -0.7958 -4.7043 1.1274
H: 3.1042 -3.7073 1.0964
N: -1.5758 2.4367 -0.9546
S: -2.2268 -1.9673 2.6254
H: -0.5708 1.8657 0.9034
H: 3.6852 -0.1093 -0.6426
H: -0.4118 -0.7243 3.6794
H: -4.5298 4.2727 -1.3566
O: 2.2122 -1.8203 -2.9076
H: 0.2222 -1.1323 0.1024
C: -3.9678 3.3547 -0.9056
H: -0.9568 0.7677 -3.4766
C: 2.4722 5.4387 -0.5746

These are the Löwdin partial charges, in e, on atoms 1 to 4: 0.13 0.09 0.14 0.13



Record 2
Entry from the Open Molecules 2025 dataset: a cluster of 8 separate species, C18H52BF4N10O10 in total in a non-equilibrium geometry (ωB97M-V with the def2-TZVPD basis set).

As for the orbital gap: 8.764 eV. Its HOMO energy is -6.44 eV. Its multiplicity is 1. The value obtained for the LUMO energy is 2.321 eV. Its net charge is -1. The calculation puts the electronic energy at -66434.42456 eV.

CARTESIAN COORDINATES (ANGSTROEM)
H: -13.7497 -5.2596 22.5572
H: -20.0226 -8.6901 14.4619
H: -12.7491 -9.9545 14.2596
C: -17.6233 -7.5569 30.6693
C: -17.3302 -6.5773 29.4836
C: -13.8593 -11.1946 15.7851
O: -23.2885 -7.3620 18.5859
N: -24.3844 -5.5354 19.1174
H: -16.7497 -5.7688 27.1425
H: -13.4166 -11.7745 16.5949
H: -21.7122 -10.0719 11.8667
H: -10.0224 -12.4938 14.1971
H: -17.6799 -6.2690 25.2289
H: -19.0876 -9.6338 24.9827
H: -16.1779 -16.4319 13.9916
F: -18.6137 -7.2524 19.4952
C: -23.3316 -6.2198 19.1368
H: -11.8750 -10.2584 15.6329
H: -21.3895 -5.9927 19.4121
H: -14.8432 -5.2758 20.0887
C: -12.6133 -10.7461 14.9965
N: -21.9929 -10.3955 12.7813
F: -17.4826 -5.8005 18.1439
H: -17.6766 -11.6403 20.4856
C: -18.3438 -6.5111 26.0588
N: -20.4697 -9.1357 13.6734
H: -12.2184 -6.0676 20.9516
N: -22.2641 -5.5068 19.5504
N: -18.3277 -6.4624 28.4732
H: -19.1377 -5.8950 28.6779
H: -17.7334 -10.3062 31.1532
H: -18.1139 -7.0048 31.4710
C: -18.7948 -8.5853 24.9274
H: -17.5450 -13.0952 14.7151
O: -18.3731 -8.6818 30.1264
H: -25.2779 -5.9434 18.8824
H: -15.5518 -12.2707 17.0075
H: -20.5170 -13.5123 21.2363
H: -17.9162 -8.5541 24.2829
C: -17.8304 -5.8066 27.2791
C: -19.7186 -11.9867 20.1987
H: -17.2582 -5.5495 29.8392
H: -16.9907 -5.3896 14.7655
N: -15.0136 -11.7449 15.0389
C: -21.4620 -9.9721 13.8485
O: -16.0098 -14.4623 14.8614
H: -13.4205 -6.9068 19.8702
H: -22.4185 -4.5393 19.7957
C: -18.6167 -9.6747 31.0570
H: -16.5923 -11.2807 15.9806
H: -16.3605 -6.7782 29.0283
C: -16.7556 -13.3438 15.4244
H: -18.8019 -13.1052 21.4646
C: -15.9893 -12.1882 16.0125
N: -16.4481 -5.3309 13.9157
B: -18.0195 -7.0728 18.2346
H: -10.0737 -10.8594 14.1989
N: -14.3854 -5.6930 13.2928
H: -16.2371 -4.4221 13.5288
H: -13.6439 -6.2464 12.8879
H: -17.2772 -16.2963 15.3766
H: -20.1644 -8.9439 12.7300
H: -18.0795 -4.7471 27.2187
O: -13.9657 -5.0604 20.4129
O: -20.7739 -11.5677 19.6756
H: -13.3312 -7.9095 22.2019
C: -13.2679 -6.2837 20.7515
O: -18.5568 -7.9449 26.1759
C: -15.5216 -6.2182 13.6653
H: -10.7152 -11.7918 12.7444
H: -14.1261 -10.3408 16.4079
H: -24.2729 -4.5344 19.0408
F: -16.9282 -7.9377 18.2664
C: -13.8976 -7.0096 21.9622
O: -13.7186 -6.1105 23.0006
H: -14.2071 -4.7670 13.6544
H: -15.4762 -10.9542 14.6137
H: -19.6125 -8.2149 24.3092
F: -18.9007 -7.3888 17.2211
H: -19.2000 -5.9552 25.6767
N: -19.7033 -12.9482 21.0369
O: -11.9412 -11.8286 14.3661
H: -17.3801 -15.3766 13.8437
C: -16.7160 -15.7325 14.6315
H: -14.9238 -7.2963 21.7321
H: -22.7732 -10.9689 13.0686
H: -18.7945 -9.3263 32.0743
O: -15.8078 -7.4144 13.7629
H: -16.6931 -7.9590 31.0707
H: -18.6537 -10.4450 19.7559
N: -18.5483 -11.4115 20.0296
C: -10.6671 -11.6956 13.8291
O: -21.8123 -10.2908 14.9878
H: -19.3688 -10.3997 30.7459
H: -17.3407 -13.7718 16.2384

These are the Löwdin partial charges, in e, on atoms 1 to 4: 0.07 0.12 0.11 -0.16



Record 3
Entry from the Open Molecules 2025 dataset: a structure of composition C18H52CuN2O11P in a non-equilibrium geometry (ωB97M-V with the def2-TZVPD basis set).

As for the orbital gap: 4.954 eV. Its HOMO energy is -0.76 eV. Its multiplicity is 1. The value obtained for the LUMO energy is 4.190 eV. Its net charge is -2. The calculation puts the electronic energy at -98944.32309 eV.

CARTESIAN COORDINATES (ANGSTROEM)
H: -0.2442 -0.0654 2.7823
H: -0.2232 -1.4016 -2.4298
C: -2.9864 -4.7136 1.0794
Cu: -0.7133 0.2121 -0.1417
H: -2.4863 -2.1177 -0.3950
H: 2.9892 2.4117 -2.1972
P: -2.8345 -0.1305 -1.8218
H: -3.7166 6.0212 -0.2297
N: -0.2666 2.3214 0.9874
H: 0.0363 -5.4629 -2.9707
O: 1.1138 4.6676 0.1658
H: 1.1650 6.1959 -1.1725
H: 0.0806 -3.8131 2.3488
H: 2.9929 2.4327 1.9348
H: 1.9360 3.7696 -2.4505
H: -3.4565 -2.7476 2.0074
C: 2.3265 2.8722 -2.9341
H: 1.7921 -3.8019 1.8827
H: 2.4792 -5.1818 3.5755
H: 1.6113 4.9429 2.1563
H: -1.1514 -3.2094 -3.2254
H: 2.8986 -2.4997 -1.0075
C: 3.3242 -1.7060 -1.6345
O: 1.3649 -3.4391 3.9000
C: 0.8160 2.9092 1.8117
O: -2.8360 0.6541 -0.4785
H: 3.6475 0.4630 -1.4907
C: -3.2793 -3.2301 1.0409
O: -3.4233 -1.5462 -1.5527
H: -0.3888 -1.9950 0.6317
C: 3.0763 -0.3351 -1.0143
C: 1.1677 1.9139 -3.1912
H: -1.1827 2.7301 1.1843
O: -1.2940 -0.2470 -2.2003
H: 2.0159 -0.1070 -1.0953
H: -2.1972 -4.9089 1.8170
O: -2.1921 -2.5191 0.4925
H: 0.8410 -5.4277 4.1216
H: -0.1546 6.2621 -0.0247
H: -2.6218 -5.1075 0.1317
C: 1.7111 -4.7609 4.2325
H: 4.4043 -1.9031 -1.6068
N: 0.5477 -1.6007 0.8019
H: -0.1076 4.8622 1.7974
C: 0.9117 6.0206 -0.1286
H: 1.4997 0.9008 -3.4418
O: 0.4615 -2.1661 -2.5290
H: 1.4590 6.7215 0.5104
H: -2.1994 3.9314 -0.6684
H: 2.2210 2.3568 0.3048
H: 3.3727 -0.3321 0.0407
H: -0.0085 2.6822 0.0633
C: 2.0853 2.1881 1.3716
C: 0.8647 4.4233 1.5376
C: 0.9306 -1.8138 2.2084
C: -0.1093 -1.1118 3.0663
O: -3.6496 0.5273 -2.9604
H: 0.5513 2.7618 2.8616
O: 2.8826 -1.7638 -2.9657
H: 0.1982 -1.0776 4.1154
H: 0.6045 2.3245 -4.0408
H: 0.9901 -4.3265 -3.9975
H: -3.9273 3.6062 -0.9353
H: 1.9790 -4.7790 5.2877
O: -3.1843 2.8905 0.8322
H: 1.9310 -1.3820 2.3172
O: 0.3559 1.8644 -2.0392
C: 0.5763 -4.5157 -3.0041
H: -0.6944 -3.5768 -1.5580
C: -3.5521 5.2005 0.4750
C: -3.1815 3.8833 -0.1863
H: -4.1830 -3.0495 0.4526
H: 1.1210 -2.2181 0.2243
H: 1.4374 -4.5977 -2.3311
H: -0.4413 1.2997 -2.2438
H: -3.8565 -5.2984 1.3933
H: -1.0873 -1.5853 2.9727
H: 1.9048 -1.8782 -2.9413
H: -3.0846 2.0031 0.3243
H: -2.8558 5.5524 1.2477
H: 1.9638 1.1197 1.5635
C: 1.0431 -3.3058 2.5152
H: 2.8468 3.0984 -3.8635
C: -0.3009 -3.3609 -2.5560
H: -4.4581 5.1196 1.0864

These are the Löwdin partial charges, in e, on atoms 1 to 4: 0.06 0.06 -0.10 0.32



Record 4
Entry from the Open Molecules 2025 dataset: a cluster of 9 separate species, C18H52F6N6O8P in total in a non-equilibrium geometry (ωB97M-V with the def2-TZVPD basis set).

As for the orbital gap: 9.559 eV. Its HOMO energy is -7.47 eV. Its multiplicity is 1. The value obtained for the LUMO energy is 2.089 eV. Its net charge is -1. The calculation puts the electronic energy at -70430.44548 eV.

CARTESIAN COORDINATES (ANGSTROEM)
F: -0.5361 0.3339 0.4465
H: -2.2264 -5.7542 -0.2894
F: 2.6265 -0.3417 -0.1782
H: 3.3780 3.0563 -4.9583
H: -6.3048 2.3516 0.9272
H: -7.3790 -0.3570 1.5812
H: -2.6081 -4.7407 4.9774
H: 5.5921 -5.8038 -3.1504
H: 0.3323 -6.1682 2.4845
H: 4.9194 2.1246 -3.1706
H: -7.8939 3.1268 2.6758
O: -3.0278 -0.5090 -3.9764
C: 0.9367 7.8550 -0.0153
H: 2.5677 9.8851 0.8353
H: -4.6375 -2.1450 7.3369
N: 0.0569 -5.8640 1.5616
H: -3.4948 -1.0959 -7.2428
H: -3.9788 -3.6926 8.0609
H: -5.0680 2.1849 1.9720
F: 1.5642 1.5134 0.6102
H: -2.9603 -2.5064 7.8476
H: -4.4342 -3.5607 5.3757
C: 5.1473 -3.5704 3.6365
C: -3.5006 -3.3522 5.8981
O: 5.1793 2.1452 -4.0946
H: 0.6340 -5.3821 0.8872
C: 4.4040 3.2466 -4.6432
H: -8.9014 1.6446 2.5249
H: 3.1109 7.5888 -0.3044
H: 2.5840 5.7909 1.0325
H: 0.9178 7.6768 -1.0905
C: -8.0962 2.1326 3.0741
H: 0.4043 8.7424 0.3269
O: -2.7130 -4.5223 5.9063
H: -2.3543 -2.8174 4.1058
H: 3.1570 4.0471 -3.1273
N: 5.2814 -2.8284 2.6427
H: -1.9240 0.1647 -5.4341
H: -1.7782 -2.0205 5.5051
H: -6.2555 1.2108 3.6494
H: 3.9031 -3.1235 -3.8262
O: 2.5149 6.6640 1.4256
O: -2.0871 -6.5257 1.8338
H: 5.2137 3.2737 -6.7761
H: -2.3245 -2.9200 -5.2275
H: 3.7846 -3.9886 4.9217
N: 5.3013 -4.8473 -3.2940
H: 4.8357 4.1058 -2.5609
H: 4.8026 4.8064 -6.1439
C: -3.7063 -0.7981 -6.2158
C: -2.7025 -2.3190 5.0104
H: 0.2242 7.1044 0.3266
H: 4.1747 5.1745 -3.8922
H: -5.4752 0.7948 1.0648
C: -6.9015 1.2463 2.7722
C: -2.5420 -0.7199 -5.2806
O: -7.4842 -0.0419 2.4819
H: -1.1592 -1.9936 -6.3027
H: 5.8709 -3.1041 1.8703
H: -1.0117 -2.2326 -4.5117
C: -3.8424 -2.8906 7.3354
C: -1.1152 -5.9963 1.2040
C: -1.6843 -2.0463 -5.3490
O: 6.0127 -4.2515 4.1017
F: 0.9702 0.4873 -1.4645
C: 5.2070 3.8395 -5.8445
C: 4.1928 4.1839 -3.4378
H: -4.3358 -1.5689 -5.7712
F: 1.3138 -0.5418 1.6855
O: 3.6122 -5.4797 -1.9046
H: -3.3031 -1.4243 4.8464
H: -0.6768 -4.8033 -0.2837
F: 0.6266 -1.4801 -0.2279
N: 3.3851 -3.7732 -3.2521
C: 4.0634 -4.7666 -2.7760
C: -5.9281 1.6089 1.6305
H: 4.0303 8.9156 1.1967
H: 6.2597 4.0324 -5.6377
H: 3.3359 -2.7484 3.6680
P: 1.0838 0.0518 0.1351
C: 2.4135 7.6908 0.5271
H: -4.2146 0.1619 -6.3056
C: 2.9406 8.9333 1.2138
H: 2.7046 8.8561 2.2751
H: 5.6388 -4.2342 -4.0223
H: 4.5068 -2.2483 2.3537
N: 3.9474 -3.4277 4.0977
N: -1.2723 -5.5726 -0.0121
H: -2.2595 -0.6236 -3.4123
H: 2.6644 -3.5006 -2.5990
H: -8.2298 2.2713 4.1469

These are the Löwdin partial charges, in e, on atoms 1 to 4: -0.21 0.12 -0.20 0.12



Record 5
Entry from the Open Molecules 2025 dataset: a cluster of 8 separate species, C18H52N2O9 in total (ωB97M-V with the def2-TZVPD basis set).

As for the orbital gap: 9.467 eV. The SMILES is NCCCOC(N)=O.CCO.CCO.CCO.CCO.CCO.CCO.CCO. Its HOMO energy is -8.82 eV. Its multiplicity is 1. The value obtained for the LUMO energy is 0.647 eV. The calculation puts the electronic energy at -40915.38155 eV.

CARTESIAN COORDINATES (ANGSTROEM)
H: 4.3960 -1.5014 -3.0138
H: 8.4327 2.2692 0.5376
H: 0.6205 3.4592 1.9623
C: 5.7467 0.1803 2.7165
N: -6.9394 -1.6629 0.2408
H: -2.9692 -0.5584 -1.1375
H: -4.1769 2.2214 4.3497
H: 4.4143 -0.7354 -1.4174
H: 6.3077 0.2354 1.7803
H: 0.7624 -1.3776 -0.6785
H: 5.8444 -0.8314 3.1139
C: -0.0156 2.2674 0.2654
H: 2.2596 -1.3074 -1.6022
H: -0.7519 -1.9207 0.8563
H: -7.5785 -1.8158 -4.5594
H: -4.4831 1.1296 2.9995
O: -3.4533 2.7781 2.4867
H: -6.7804 -2.0982 1.1396
H: 7.1147 2.1865 -1.5825
C: 6.0398 -2.0716 -1.7433
C: 7.0421 3.0437 -0.9134
H: 5.5228 -0.1787 -2.6868
C: 1.4111 -3.2860 -1.4393
O: 5.3812 -3.1826 -1.1327
H: -0.3089 3.1095 -0.3731
O: -6.3093 -3.4806 -2.7712
H: 3.2467 -2.4071 0.1936
H: -1.6275 2.2961 1.4046
H: -3.9181 0.8189 0.4569
C: 8.2896 3.1682 -0.0625
C: -5.7500 -2.4842 -3.6222
H: 0.4110 1.4969 -0.3795
H: 3.8303 -0.1850 1.7920
H: -4.3246 -1.6975 -1.1313
H: -7.0466 -3.8970 -3.2289
H: -3.3548 -2.3052 1.2682
H: 3.7300 0.4854 3.4186
C: 4.2887 0.5313 2.4832
H: 5.7445 3.5484 0.4739
O: 4.1222 1.8577 1.9995
H: 6.6639 -1.6408 -0.9608
C: 5.0403 -1.0546 -2.2520
H: 8.2123 4.0201 0.6166
O: -5.7101 0.2685 -0.2850
H: -1.6643 -0.7360 1.5454
C: -4.4622 -0.1176 0.3268
H: -6.5832 2.3075 3.6810
C: 1.0161 2.6941 1.2888
H: -2.5447 -2.9447 -0.1612
H: 4.8478 -3.6180 -1.8065
H: -5.8128 3.8646 3.3589
H: 0.8322 -3.8742 -0.7257
H: -6.1178 2.7331 2.0297
H: 6.7003 -2.4156 -2.5455
C: -4.4661 2.1783 3.2947
C: -6.8511 -0.2531 0.2488
H: 9.1707 3.3153 -0.6885
O: -7.7320 0.4570 0.6197
N: -1.5540 -1.3198 0.7274
H: -6.3523 -2.0874 -0.4681
H: 6.9044 3.9362 -1.5317
H: -3.3887 3.7086 2.7271
H: 2.3420 -3.8252 -1.6343
H: 1.9051 3.0954 0.8013
O: 2.4040 -1.9614 0.3536
H: -4.6647 -0.5244 1.3255
C: -3.6561 -1.1155 -0.4949
H: 6.1985 0.8783 3.4228
H: 4.5939 1.9260 1.1602
H: -5.3260 -2.9356 -4.5252
O: -1.1600 1.6630 0.8445
H: 1.3237 1.8388 1.8897
H: -6.2733 -0.6252 -4.5884
C: -2.7787 -2.0222 0.3717
H: 0.8520 -3.2229 -2.3743
C: -5.8258 2.8088 3.0773
C: -6.7465 -1.4010 -3.9854
C: 1.6950 -1.9047 -0.8790
H: -7.1540 -0.9386 -3.0855
H: -4.9241 -2.0626 -3.0514
O: 5.8750 2.8093 -0.1313

These are the Löwdin partial charges, in e, on atoms 1 to 4: 0.08 0.07 0.07 -0.09



The lowest orbital gap belongs to which entry? C18H52CuN2O11P



Which value of orbital gap does entry 5 give? 9.467 eV



HOMO energy of number 5 (C18H52N2O9)? -8.82 eV